{"formula": "C18H20FI2N3O3Pd", "method": "ωB97M-V/def2-TZVPD", "spin_multiplicity": 1, "homo_ev": -13.97, "gap_ev": 7.22, "charge": 2, "total_energy_ev": -51985.8948, "relative_energy_kcal_mol": 16.2, "elements": ["Pd", "F", "C", "C", "C", "C", "O", "C", "C", "N", "C", "C", "C", "C", "C", "C", "N", "C", "C", "N", "C", "C", "C", "O", "O", "H", "H", "H", "H", "H", "H", "H", "H", "H", "H", "H", "H", "H", "H", "H", "H", "H", "H", "I", "C", "I", "H", "H"], "xyz": [[-1.029731, -3.717953, 4.097628], [1.084202, 2.389956, 1.957657], [0.617722, 1.378404, 1.204720], [0.234827, 0.231361, 1.826666], [-0.206423, -0.864300, 1.075729], [-0.610432, -2.096371, 1.728403], [-0.561085, -2.116965, 3.003786], [-1.054633, -3.139137, 0.905875], [-1.084550, -2.945164, -0.455908], [-0.682147, -1.834064, -1.072267], [-0.770087, -1.743224, -2.523912], [-0.358189, -2.920503, -3.342569], [0.498880, -1.691690, -3.320731], [-0.245893, -0.748946, -0.317507], [0.118709, 0.453955, -0.932005], [0.562959, 1.534654, -0.194667], [0.923381, 2.728231, -0.854017], [1.816558, 2.672466, -2.003652], [1.258454, 3.586309, -3.098395], [0.490138, 4.702971, -2.427425], [1.171347, 5.127894, -1.156235], [1.044696, 3.994110, -0.129779], [-1.501283, -4.498171, 1.359932], [-2.016509, -5.254047, 0.578148], [-1.192166, -4.869171, 2.592678], [0.297127, 0.162321, 2.903804], [-1.458724, -3.749483, -1.075970], [-1.620804, -1.160946, -2.854692], [-0.946693, -3.131839, -4.223110], [0.021740, -3.794463, -2.831734], [0.520532, -1.056778, -4.195790], [1.428471, -1.757759, -2.770461], [0.032427, 0.545555, -2.004417], [1.894993, 1.659750, -2.386301], [2.827278, 2.983722, -1.719615], [0.559737, 3.072200, -3.754370], [2.045585, 4.038633, -3.697872], [-0.444076, 4.362119, -2.195890], [0.377886, 5.491606, -3.064691], [0.712788, 6.046269, -0.799714], [2.205534, 5.336910, -1.420392], [0.156208, 4.138538, 0.481677], [1.915363, 4.040339, 0.527106], [0.053257, -3.068105, 6.714486], [-1.860432, -3.522750, 7.549305], [-3.287591, -3.924679, 6.036726], [-2.190579, -2.664115, 8.118253], [-1.748769, -4.407652, 8.161512]], "forces_ev_per_a": [[0.4707, 0.1797, 0.3322], [-0.0091, -0.0388, 0.0265], [0.0418, 0.1135, 0.0080], [-0.0083, -0.0553, 0.1152], [-0.0166, -0.0505, -0.0204], [0.0302, 0.2004, 0.2150], [0.2761, -0.1167, -0.0255], [-0.0642, 0.0432, -0.0751], [-0.0358, 0.0170, -0.0464], [-0.0089, 0.0036, -0.0034], [-0.0556, 0.0534, 0.1309], [-0.0021, -0.0817, -0.0587], [0.0593, 0.0094, -0.0166], [-0.0279, -0.0387, -0.0906], [-0.0242, -0.0469, -0.1019], [0.0592, 0.1575, -0.0708], [-0.0518, -0.0922, 0.0709], [-0.0152, 0.0033, 0.0586], [-0.0259, 0.0376, 0.0207], [0.0746, -0.0223, 0.0362], [-0.0245, -0.0242, -0.0329], [-0.0021, -0.0217, -0.0715], [0.2411, -0.1868, 0.1314], [0.0118, -0.0276, 0.0317], [-0.6369, 0.1098, -0.0829], [-0.0041, -0.0045, -0.0093], [0.0158, 0.0216, -0.0230], [-0.0002, 0.0061, 0.0005], [0.0077, -0.0068, 0.0064], [-0.0004, 0.0085, -0.0061], [0.0015, -0.0052, 0.0041], [-0.0043, 0.0024, -0.0081], [-0.0040, -0.0149, 0.0000], [-0.0017, -0.0225, 0.0026], [0.0215, 0.0052, -0.0060], [-0.0123, -0.0030, -0.0068], [-0.0023, 0.0208, -0.0037], [-0.0128, -0.0056, 0.0034], [0.0109, 0.0120, -0.0071], [-0.0202, 0.0084, -0.0036], [0.0124, 0.0126, -0.0129], [-0.0120, 0.0045, 0.0092], [0.0228, 0.0030, 0.0016], [-0.4181, 0.0389, -0.4353], [0.0440, 0.0042, -0.0063], [0.0915, -0.2227, -0.0712], [0.0035, 0.0142, 0.0431], [0.0053, -0.0024, 0.0477]], "nbo_charge": [0.95, -0.31, 0.36, -0.21, -0.08, 0.49, -0.65, -0.33, 0.20, -0.31, -0.09, -0.40, -0.42, 0.19, -0.26, 0.14, -0.45, -0.24, -0.22, -0.49, -0.24, -0.23, 0.76, -0.55, -0.63, 0.27, 0.27, 0.23, 0.25, 0.24, 0.23, 0.23, 0.23, 0.25, 0.21, 0.23, 0.24, 0.44, 0.45, 0.25, 0.23, 0.23, 0.23, 0.26, -0.71, 0.26, 0.25, 0.25]}